(1)
This record from OMol25 describes 2 unconnected molecules or ions with the total composition C7H6N2OS at a distorted geometry. The level of theory is wB97M-V/def2-TZVPD.

XYZ file:
```
17
C7H6N2OS (wB97M-V/def2-TZVPD)
C -0.7068 -1.0351 -2.0317
C -1.3560 0.1285 -2.4372
C -0.2319 -1.1867 -0.7731
C -1.5279 1.2031 -1.5957
C -0.3649 -0.0786 0.1596
C -1.1017 1.0782 -0.2793
C -0.0871 -0.0018 1.5225
N -1.1538 2.0337 0.6615
N 2.9657 -0.5325 2.8445
O 1.8486 -1.0747 2.8363
S -0.4752 1.5173 2.0608
H -0.6899 -1.8737 -2.8089
H -1.6614 0.0797 -3.4912
H -0.0331 -2.1230 -0.3755
H -1.9649 2.2198 -1.8078
H 2.8578 0.2768 3.3953
H 3.6827 -0.6309 2.1199
```

Output
Orbital gap (spin up / spin down): 0.3017 / 0.2591 Eh
Largest force on an atom: 0.0610 Eh/bohr
Relative energy (zero: lowest compared OMol25 entry of this formula, charge and spin): 510.6 kJ/mol
Total charge: 0
Electronic energy: -853.06628 hartree
M: 166.2 g mol⁻¹



(2)
This record from OMol25 describes a molecular structure, C4H5NOS2 at a distorted geometry. The level of theory is wB97M-V/def2-TZVPD.

XYZ file:
```
13
C4H5NOS2 (wB97M-V/def2-TZVPD)
C -2.4138 -0.5681 -0.2499
C 0.2541 -0.0092 0.1407
C 0.9824 1.8776 -0.0570
C 1.6187 -0.2563 -0.1687
H -3.0821 -1.5235 -0.1602
H -2.6080 -0.0668 -1.1143
H -2.3874 0.2065 0.4886
H 1.2751 3.0116 0.0809
H 2.8139 -1.7596 1.2619
N -0.1004 1.2583 0.2462
O 2.0478 1.0872 -0.3425
S -0.8690 -1.4367 -0.0121
S 2.4687 -1.8209 -0.1135
```

Output
Orbital gap: 0.3159 Eh
Largest force on an atom: 0.1096 Eh/bohr
Relative energy (zero: lowest compared OMol25 entry of this formula, charge and spin): 208.9 kJ/mol
Total charge: 0
Electronic energy: -1081.71371 hartree
M: 147.2 g mol⁻¹



(3)
This record from OMol25 describes a single C3H9N3 molecule at a distorted geometry. The level of theory is wB97M-V/def2-TZVPD.

XYZ file:
```
15
C3H9N3 (wB97M-V/def2-TZVPD)
C 1.3226 0.5644 1.1314
C -0.1374 0.5018 0.8930
N -0.7036 -1.0352 1.2887
C -1.0410 -0.3888 0.0723
N -0.3165 -0.8681 -1.1258
N -0.3125 0.0921 -2.1746
H 1.8975 -0.2515 0.6803
H 1.5041 0.5279 2.2108
H 1.7083 1.5027 0.7172
H -0.5528 1.5041 0.9615
H 0.0563 -1.6911 1.1007
H -2.0835 -0.0999 -0.0513
H -0.7303 -1.7509 -1.4281
H 0.5153 0.6854 -2.1196
H -1.1265 0.7072 -2.1567
```

Output
Orbital gap: 0.3584 Eh
Largest force on an atom: 0.0783 Eh/bohr
Relative energy (zero: lowest compared OMol25 entry of this formula, charge and spin): 363.7 kJ/mol
Structure (SMILES): C[C@@H]1N[C@@H]1NN
Total charge: 0
Electronic energy: -283.84458 hartree
M: 87.1 g mol⁻¹



(4)
This record from OMol25 describes 2 unconnected molecules or ions with the total composition CH3N3O at a distorted geometry. The level of theory is wB97M-V/def2-TZVPD.

XYZ file:
```
8
CH3N3O (wB97M-V/def2-TZVPD)
H -1.2080 -0.7027 -0.9040
N -0.8457 -0.0820 -0.0770
N -0.3021 0.8992 -0.5378
H -0.2160 1.1063 -1.6003
N 1.7160 0.6862 1.2228
C 2.5028 0.5326 0.3235
O 3.4982 0.4672 -0.2713
H 0.6696 0.8741 1.0493
```

Output
Orbital gap: 0.3721 Eh
Largest force on an atom: 0.0707 Eh/bohr
Relative energy (zero: lowest compared OMol25 entry of this formula, charge and spin): 253.5 kJ/mol
Structure (SMILES): [H]/N=N\[H].N=C=O
Total charge: 0
Electronic energy: -279.33070 hartree
M: 73.1 g mol⁻¹



(5)
This record from OMol25 describes 2 unconnected molecules or ions with the total composition C15H20N2O4 at a distorted geometry. The level of theory is wB97M-V/def2-TZVPD.

XYZ file:
```
41
C15H20N2O4 (wB97M-V/def2-TZVPD)
C -2.0554 -4.2202 5.0273
C -1.4209 -4.8996 3.7198
O -2.3766 -4.8263 2.6343
C -0.0394 -4.0833 3.4054
C -0.3070 -2.7480 2.5375
C -0.2025 -1.3444 3.1999
N -0.4287 -0.0852 2.5705
C -0.7805 -0.3167 1.1953
C -1.1172 0.9659 0.3252
C -1.5227 0.8668 -1.1819
C -1.5802 -0.5244 -1.9051
C -1.2510 -1.7769 -1.0481
C -0.8579 -1.6877 0.4836
N -0.6150 -2.9342 1.1586
H -1.4042 -4.4720 5.9440
H -3.1158 -4.6148 5.1922
H -2.1565 -3.0798 4.8724
H -1.1917 -6.0160 3.8830
H -2.5165 -5.7158 2.2260
H 0.5890 -3.8985 4.3394
H 0.5561 -4.7838 2.6993
H 0.0871 -1.3162 4.3175
H -1.1049 2.0259 0.7815
H -1.7857 1.7916 -1.8061
H -1.8383 -0.6909 -3.0034
H -1.2901 -2.8268 -1.5257
C 2.6216 5.1486 -5.3041
C 1.2176 4.9833 -4.7547
O 1.0966 3.7863 -3.9764
C 1.6670 3.8251 -2.7592
O 2.2507 4.7644 -2.2750
O 1.4899 2.6252 -2.1794
C 2.1335 2.4876 -0.9231
H 2.9165 4.2618 -5.8710
H 2.6802 6.0225 -5.9567
H 3.3528 5.2711 -4.5021
H 0.5132 4.8875 -5.5851
H 0.9051 5.8539 -4.1701
H 1.8286 3.2784 -0.2342
H 3.2186 2.4887 -1.0502
H 1.8350 1.5269 -0.5010
```

Output
Orbital gap: 0.2836 Eh
Largest force on an atom: 0.1168 Eh/bohr
Relative energy (zero: lowest compared OMol25 entry of this formula, charge and spin): 752.7 kJ/mol
Structure (SMILES): C[C@@H](O)Cc1cnc2ccccc2n1.CCOC(=O)OC
Total charge: 0
Electronic energy: -993.84569 hartree
M: 292.3 g mol⁻¹



(6)
This record from OMol25 describes a single C6H8N2O4 molecule at a distorted geometry. The level of theory is wB97M-V/def2-TZVPD.

XYZ file:
```
20
C6H8N2O4 (wB97M-V/def2-TZVPD)
O 2.1742 -1.7510 -1.0686
N 2.3989 -0.7653 -0.4926
C 1.1758 0.1799 -0.1739
N 1.6594 1.4990 0.2901
O 1.0660 2.4080 -0.3153
O 2.5842 1.5403 1.0243
C 0.0815 0.1960 -1.2054
C -1.2712 0.6533 -0.7027
C -1.8081 -0.3057 0.3012
C -0.6819 -1.1304 0.9548
C 0.6615 -0.4151 1.1655
O 1.2289 -0.3244 2.2205
H -0.1045 -0.8061 -1.5575
H 0.3021 0.7438 -2.0077
H -2.0269 0.7886 -1.4505
H -1.3051 1.7631 -0.4230
H -2.5555 -1.0182 0.0788
H -2.2776 0.2193 1.0671
H -0.2897 -1.9430 0.3756
H -1.0122 -1.5320 1.9193
```

Output
Orbital gap (spin up / spin down): 0.3277 / 0.3277 Eh
Largest force on an atom: 0.0803 Eh/bohr
Relative energy (zero: lowest compared OMol25 entry of this formula, charge and spin): 794.0 kJ/mol
Structure (SMILES): O=N[C@@]1([N+](=O)[O-])CCCCC1=O
Total charge: 0
Electronic energy: -643.67151 hartree
M: 172.1 g mol⁻¹



(7)
This record from OMol25 describes a molecular structure, C4H9NO at a distorted geometry. The level of theory is wB97M-V/def2-TZVPD.

XYZ file:
```
15
C4H9NO (wB97M-V/def2-TZVPD)
C -1.8958 0.0423 0.4801
N -0.4535 0.1012 0.3584
C 0.3929 -0.9293 0.2069
C 1.5071 0.0344 -0.1655
O 2.5251 0.2599 0.7760
C 0.3295 1.0405 -0.2611
H -2.1692 -0.7374 1.1965
H -2.2860 1.0070 0.8121
H -2.3134 -0.2093 -0.5044
H -0.1383 -0.8175 -1.8333
H 0.2824 -1.9656 0.4490
H 2.0041 -0.1950 -1.1076
H 2.0997 0.2592 1.6464
H 0.2468 2.1091 -0.1017
H -0.1314 0.0005 -1.9517
```

Output
Orbital gap: 0.2886 Eh
Largest force on an atom: 0.0212 Eh/bohr
Relative energy (zero: lowest compared OMol25 entry of this formula, charge and spin): 556.5 kJ/mol
Total charge: 0
Electronic energy: -287.62048 hartree
M: 87.1 g mol⁻¹



(8)
This record from OMol25 describes a single C4H6O2 molecule at a distorted geometry. The level of theory is wB97M-V/def2-TZVPD.

XYZ file:
```
12
C4H6O2 (wB97M-V/def2-TZVPD)
C -0.8683 1.0209 0.7294
C -0.3788 -0.2369 0.0707
O -1.2090 -1.2576 0.3323
C 0.4850 -0.3169 -1.0926
C 1.7049 -0.2130 -0.4818
O 2.8903 -0.3724 -0.5698
H -0.1873 1.8487 0.5563
H -1.0116 0.8737 1.7997
H -1.8372 1.2689 0.2827
H -0.9577 -2.0120 -0.2228
H 0.2058 -0.5194 -2.1178
H 1.1639 -0.0838 0.7136
```

Output
Orbital gap: 0.3161 Eh
Largest force on an atom: 0.0233 Eh/bohr
Relative energy (zero: lowest compared OMol25 entry of this formula, charge and spin): 344.6 kJ/mol
Structure (SMILES): C/C(O)=C\C=O
Total charge: 0
Electronic energy: -306.37506 hartree
M: 86.1 g mol⁻¹